(1)
24 unconnected molecules or ions with the total composition H48O24. Source: OMol25; level of theory: wB97M-V/def2-TZVPD.

Results
Max |F|, eV Å⁻¹: 3.0
Gap between HOMO and LUMO, eV: 11.02
LUMO energy, hartree: -0.004

CARTESIAN COORDINATES (ANGSTROEM)
1 O -3.25552 -0.91938 1.42752
2 H -3.38495 -0.79847 0.48806
3 H -3.26641 -1.90607 1.48905
4 O -0.44067 4.75001 -3.48772
5 H 0.44501 4.77007 -3.15650
6 H -0.45798 3.89051 -3.93460
7 O 4.55116 -0.76908 0.16208
8 H 5.17013 -0.17042 0.57550
9 H 3.94132 -0.20707 -0.32604
10 O 1.93986 1.62367 3.46758
11 H 1.65967 1.40644 2.50515
12 H 2.64514 2.26542 3.41302
13 O 1.98913 4.64469 -2.02446
14 H 1.76728 4.38276 -1.13504
15 H 2.31103 3.86047 -2.45246
16 O -1.28711 3.81036 -0.83116
17 H -2.13554 3.30056 -0.87955
18 H -1.20786 4.35836 -1.69479
19 O 1.95541 -2.90932 -2.56610
20 H 1.79744 -3.61764 -1.88713
21 H 2.56312 -3.35342 -3.12727
22 O -0.93597 -1.67580 -0.54293
23 H -1.21753 -0.89621 0.00492
24 H -0.07818 -1.97173 -0.24264
25 O -1.05743 2.48610 3.08236
26 H -0.28318 2.28259 3.64921
27 H -0.90390 3.38789 2.76578
28 O -5.11801 1.14643 1.64974
29 H -4.75041 0.28737 1.93248
30 H -5.44930 1.55644 2.44087
31 O 1.29379 -3.28737 3.53352
32 H 0.57366 -2.99831 4.12071
33 H 1.38537 -2.63064 2.87303
34 O 1.54656 -4.60307 -0.42779
35 H 2.21882 -4.23700 0.17428
36 H 0.70179 -4.84706 0.09267
37 O 0.19805 4.54767 1.71401
38 H -0.33104 4.45973 0.92320
39 H 0.74831 5.37602 1.71456
40 O -2.83498 1.60136 -3.52259
41 H -3.03712 2.41306 -4.05251
42 H -1.89901 1.66824 -3.33082
43 O -3.10808 0.95597 -0.79801
44 H -3.86378 1.15382 -0.22793
45 H -3.34643 1.11208 -1.77273
46 O 0.01825 1.70552 -3.29583
47 H 0.17558 1.90513 -2.35828
48 H -0.04390 0.72773 -3.44031
49 O 1.39676 -1.32094 1.65347
50 H 1.75634 -1.11416 0.72679
51 H 0.57539 -0.84805 1.75046
52 O -2.44541 -3.65255 1.14261
53 H -1.80905 -3.31916 0.45656
54 H -1.88199 -4.37335 1.48564
55 O -0.55757 -1.24289 -3.26076
56 H -0.65216 -1.31894 -2.29503
57 H 0.23379 -1.81315 -3.36962
58 O -0.86616 0.28041 1.44533
59 H -0.94987 1.16389 1.85619
60 H -1.82355 0.04462 1.23520
61 O -0.23677 -5.07019 1.96374
62 H -0.01025 -5.98631 2.02178
63 H 0.32530 -4.55151 2.68231
64 O 3.73919 -3.40619 0.43211
65 H 4.00717 -2.54245 0.15192
66 H 4.19703 -3.44995 1.28453
67 O 2.21574 -0.83083 -0.86664
68 H 2.16963 -1.49990 -1.51588
69 H 1.47772 -0.25799 -1.19158
70 O 0.73368 1.61214 -0.40695
71 H 0.25511 2.48333 -0.29594
72 H 0.24834 0.97576 0.22969

=====

(2)
2 unconnected molecules or ions with the total composition H4N2O2. Source: OMol25; level of theory: wB97M-V/def2-TZVPD.

Results
Structure (SMILES): N=O.NO
Max |F|, eV Å⁻¹: 1.0
Gap between HOMO and LUMO, eV: 9.24
LUMO energy, hartree: -0.027

CARTESIAN COORDINATES (ANGSTROEM)
1 N 2.47469 0.20652 0.49938
2 O 3.11369 -0.29454 -0.38485
3 H 1.91051 1.03647 0.15499
4 N -1.56412 -0.75356 0.24539
5 O -2.28414 0.40641 -0.13777
6 H -1.27205 -1.20034 -0.62544
7 H -0.72766 -0.44566 0.74934
8 H -1.65091 1.04470 -0.50102

=====

Summary of energy above the lowest of the compared OMol25 structures with the same formula, charge and spin in kJ/mol
65.5, 117.2
(order as listed above)
Summary of DFT total energy in eV
-49923.4101, -7135.2010
(order as listed above)